# 1
123
Properties=species:S:1:pos:R:3:mulliken_charge:R:1 method="wB97M-V/def2-TZVPD" molar_mass_g_mol=1061.53 largest_force_ev_per_a=6.65 total_charge=-1 energy_ev=-302573.403 spin_multiplicity=2 lumo_energy_ev="2.38 / 2.36" gap_ev="3.6 / 8.1"
Br -1.8873 0.4077 -2.3634 -0.321
Br -1.5737 0.3724 0.7984 -0.430
Br 0.9120 -0.2494 -1.1450 -0.180
P 2.0459 4.6771 1.2992 0.171
P 1.9264 -4.8621 2.4197 0.357
O 3.7345 -1.0917 -2.0594 -0.537
O 4.7587 -1.4168 -0.0086 -0.307
O 0.4362 4.0124 -3.8530 -0.091
O -4.6696 -1.5364 -2.0510 -0.150
O -0.8854 -5.9895 -4.5502 -0.321
O -6.1646 -1.5874 -3.5870 -0.296
O -3.9690 4.2905 1.2469 -0.331
O -4.5691 2.8142 2.8590 -0.625
O -6.2937 0.0624 -2.0612 -0.628
O -4.6423 5.1278 2.9542 -0.336
O 3.0122 -5.0370 1.5059 -0.915
O 3.4677 4.1904 1.1372 -0.902
O 3.4230 -2.8804 -0.7003 -0.056
O 1.8735 2.3670 -3.5107 -0.097
O -1.4791 -4.0772 -3.4901 -0.300
O 0.5182 2.3082 -5.3708 -0.679
O 0.5310 -4.1224 -4.4970 -0.549
N 2.4022 -4.1786 3.9584 0.462
N 1.1836 -6.1851 3.0424 0.401
N 0.9338 3.3914 1.6741 0.452
N 1.3663 5.3558 -0.1538 0.524
N 1.7920 5.9313 2.4306 0.359
N 0.7762 -3.8617 1.7865 0.413
C 2.5101 -3.5027 -1.6093 -0.723
C -1.5387 -2.6162 -3.5183 -0.228
C 2.2265 5.5750 -1.3163 -0.991
C -7.3813 -1.3845 -4.2559 -0.671
C 2.6078 7.1015 2.1952 -1.121
C -0.1000 -4.4180 0.7086 -0.803
C -0.6832 4.5946 -4.5003 -0.827
C 1.9586 -7.4373 3.1576 -1.150
C 1.3793 2.0035 1.5518 -1.090
C 0.0906 6.0251 -0.2842 -0.676
C 5.6409 -0.3345 -0.1124 -0.783
C 0.8947 -2.3400 1.6700 0.000
C 1.6586 -3.2498 4.7077 -1.236
C -4.2748 -1.5487 -0.6694 -0.248
C -5.6963 -0.9238 -2.5314 0.755
C -4.2547 3.9551 2.4282 0.871
C 1.5488 5.6611 3.8716 -0.962
C -0.1877 -6.6219 -5.6540 -0.644
C -0.2368 -6.2997 3.4648 -0.887
C 0.8784 2.8592 -4.2847 0.707
C -0.5387 -4.6645 -4.2724 0.729
C -3.8832 3.2383 0.1837 -0.286
C 3.9510 -1.8259 -1.1050 0.663
C 2.6402 1.1922 -3.8288 -0.494
C -0.7123 0.7986 -0.8599 0.426
C 3.7444 -4.4721 4.2731 -1.039
C -5.4906 5.0489 4.1366 -0.691
C -0.5036 3.5629 1.9405 -1.308
H 3.4653 7.1380 2.8671 0.355
H 1.6438 -8.1619 2.4066 0.375
H 0.3622 -4.0617 -0.2119 -0.177
H -5.6398 6.0358 4.5745 0.243
H 1.5719 5.8233 -2.1517 0.391
H -0.5147 -7.6523 -5.5143 0.225
H 2.3430 5.1181 4.3840 0.340
H 2.8882 6.4148 -1.1042 0.188
H -0.6841 5.4323 0.2022 0.105
H -0.5676 -5.3440 3.8715 0.254
H 1.3561 6.5762 4.4316 0.397
H 4.3491 -3.5738 4.1494 0.323
H -0.1049 -1.9247 1.5414 0.181
H 2.7450 4.6537 -1.5815 0.229
H 2.9957 -7.2837 2.8596 0.320
H 0.5412 1.3648 1.8306 0.313
H -5.0435 -1.9855 -0.0319 0.410
H 1.6555 1.8264 0.5124 0.202
H -0.5400 -7.1131 4.1240 0.308
H 1.9701 7.9404 2.4738 0.413
H -0.7761 -6.3897 2.5218 0.279
H -4.9022 2.8540 0.1378 0.442
H -0.1107 -5.5043 0.7981 0.470
H 0.6081 -3.2536 4.4168 0.294
H 1.2998 -2.0439 2.6376 -0.030
H 2.1885 -2.3135 4.5329 0.362
H -0.5325 -2.2132 -3.4024 0.207
H -0.1196 6.1964 -1.3399 0.276
H 2.7182 -3.6823 -2.6641 0.441
H -0.8977 2.8838 2.6965 0.541
H 4.1277 -5.3494 3.7520 0.239
H -0.8096 5.6210 -4.1560 0.231
H -7.6285 -2.2126 -4.9202 0.209
H -3.1222 2.4737 0.3398 -0.120
H -5.1290 4.3728 4.9114 0.291
H -7.2305 -0.4940 -4.8662 0.293
H 6.6776 -0.6704 -0.1346 0.291
H -8.1697 -1.2237 -3.5206 0.300
H 2.1276 1.6986 2.2834 0.319
H 3.0303 1.1335 -4.8449 0.334
H -2.2321 -2.2963 -2.7406 -0.160
H 0.1441 7.0206 0.1565 0.222
H -4.0479 -0.5603 -0.2698 0.028
H 0.8831 -6.4181 -5.6507 0.297
H 2.0894 0.2629 -3.6835 0.092
H 3.8375 -4.7384 5.3260 0.349
H -0.4809 1.8604 -0.9449 -0.162
H -0.5238 4.5338 2.4356 0.585
H 2.3233 -4.4765 -1.1565 0.541
H 1.5014 -3.0999 -1.5176 -0.120
H 1.8499 -7.8409 4.1643 0.347
H -0.3954 4.6068 -5.5515 0.382
H -1.5503 3.9361 -4.4486 0.289
H -1.0846 3.5410 1.0185 0.065
H 5.5779 0.3236 -0.9790 0.273
H 2.8917 7.3403 1.1702 0.241
H -1.0832 -4.0338 0.9804 0.298
H 1.6543 -3.7232 5.6895 0.381
H -1.9719 -2.3086 -4.4701 0.378
H 3.4580 1.0712 -3.1184 0.213
H -6.4851 4.7880 3.7748 0.303
H 1.5238 -2.0784 0.8193 -0.307
H -0.6171 -6.2079 -6.5663 0.289
H 0.6663 5.0713 4.1194 0.241
H 5.6650 0.3055 0.7696 0.283
H -3.2687 -1.9604 -0.5898 0.010
H -3.6748 3.7649 -0.7476 0.201

=====

# 2
112
Properties=species:S:1:pos:R:3:mulliken_charge:R:1 method="wB97M-V/def2-TZVPD" molar_mass_g_mol=736.44 largest_force_ev_per_a=0.93 total_charge=+1 energy_ev=-98207.754 lumo_energy_ev=-3.79 gap_ev=6.6
Cl -0.5276 2.6191 -2.1059 -0.263
S -0.7782 -3.6893 -4.9624 1.225
S 3.0198 1.0852 -6.8085 -0.149
P 0.6899 -2.4914 -2.5750 -0.018
F -1.3013 -2.9050 -6.2194 -0.266
F -2.5996 -2.5241 -2.5984 -0.235
O -1.8968 -4.3739 -4.4395 -0.493
O 0.6631 3.4812 3.1824 -0.361
O 3.7334 3.1833 6.8216 -0.345
O -0.4497 -4.4285 4.5802 -0.387
O 0.4278 -4.3196 -5.3190 -0.590
N -2.5881 -1.4771 -3.5192 0.867
N 1.5112 4.0058 0.4390 -0.625
N 0.1608 -3.9609 1.7782 -0.530
N -0.3513 -2.3376 -4.0854 0.876
N 6.2864 4.0323 7.9947 -0.712
N -0.9153 -0.1019 -4.2265 0.958
C -1.7753 1.3519 -2.4036 0.968
C 3.3942 -2.6578 -2.2617 -1.410
C 1.8902 6.0516 1.7068 -1.483
C 0.4015 0.2430 -4.7962 -0.295
C 0.3071 0.5635 -6.2898 -0.655
C -1.7939 1.0448 -3.9105 -1.604
C 0.6669 -5.3702 -2.0730 -1.440
C 0.2287 -1.7972 2.9004 -1.573
C 0.0941 -3.9873 -1.7053 -0.016
C 5.0426 4.0252 8.7663 0.367
C 5.0565 2.8346 9.7198 -1.395
C -6.2601 -1.8093 -4.2397 0.823
C -6.2618 -2.4418 -5.6369 -1.373
C 3.7934 4.1169 7.8843 -0.712
C 3.3250 1.8791 7.1800 -0.717
C -0.6365 -3.0059 2.5595 0.525
C -3.6977 -1.6411 -4.4800 -0.611
C 0.3084 -3.6980 5.5262 -0.628
C 1.2917 1.6465 -6.7056 -0.751
C 1.5056 4.0120 4.1907 -0.464
C 2.3013 -2.9569 -3.3005 -0.446
C -7.4911 -0.9271 -4.0200 -1.531
C 0.8512 5.0339 1.2492 0.476
C 0.0045 4.4349 2.3776 -0.668
C -3.1372 1.7856 -1.8742 -1.212
C -1.3113 -3.6679 3.7646 -0.774
C -4.9875 -0.9803 -3.9891 -0.958
C -1.2847 -1.3186 -3.9639 -1.928
H -2.8030 0.8686 -4.2713 0.316
H -5.1111 0.0104 -4.4357 0.471
H 0.4891 -0.3393 -6.8765 0.383
H 2.8817 4.0483 8.4941 0.410
H 1.0790 4.9229 4.6224 0.313
H -6.2906 -2.6003 -3.4843 0.259
H 5.0368 4.9342 9.3765 0.392
H 2.5080 4.2298 3.8162 0.218
H -0.9947 -4.0314 -1.7356 0.364
H 1.0329 2.0180 -7.6954 0.430
H 3.3033 -1.6454 -1.8652 0.371
H 5.3389 1.9154 9.2060 0.293
H -7.2741 -2.6929 -5.9509 0.407
H 0.8427 -5.5029 -3.1364 0.366
H 0.4243 -1.2104 2.0026 0.341
H -0.8284 3.8925 1.9200 0.240
H 0.8009 -4.4259 2.4175 0.252
H -1.3846 1.8877 -4.4628 0.813
H 5.7915 3.0002 10.5061 0.343
H -3.6596 0.9325 -1.4424 0.295
H -8.3675 -1.3672 -4.4974 0.399
H 4.0820 2.6835 10.1877 0.344
H -7.3492 0.0613 -4.4635 0.356
H 2.7684 5.5621 2.1281 0.296
H -1.4506 -2.6574 1.9141 0.312
H 3.3489 -3.3579 -1.4263 0.323
H -0.2592 -1.1499 3.6304 0.359
H -1.3953 0.4858 -1.8655 0.012
H -0.4475 -4.7060 1.4483 0.268
H 2.5620 1.9043 7.9648 0.348
H -0.0440 -6.1439 -1.7814 0.373
H -5.6872 -3.3693 -5.6713 0.357
H -3.0224 2.5496 -1.1088 0.405
H 4.3765 -2.7522 -2.7230 0.398
H 1.2355 2.4898 -6.0138 0.388
H -0.2724 -2.8676 5.9398 0.296
H 2.0407 3.4067 1.0665 0.307
H -3.3426 -1.2077 -5.4174 0.264
H 6.2378 3.2954 7.2971 0.307
H -3.8301 -2.7132 -4.6262 0.522
H -1.8475 -2.9210 4.3656 0.435
H 0.5623 -4.3846 6.3317 0.267
H -4.8770 -0.8241 -2.9120 0.170
H 1.1954 -2.0998 3.3030 0.274
H 1.5913 -5.5713 -1.5326 0.353
H 1.0943 -0.5618 -4.5848 -0.326
H -0.4221 5.2309 3.0036 0.431
H 0.1433 5.5566 0.5965 0.406
H -7.7246 -0.8143 -2.9612 0.362
H -3.7488 2.2126 -2.6704 0.310
H 1.4819 6.7301 2.4575 0.355
H 0.3613 -3.7688 -0.6632 0.176
H -5.8296 -1.7691 -6.3838 0.299
H 6.3639 4.8959 7.4674 0.268
H 1.2357 -3.3063 5.1012 0.222
H -0.7041 0.9177 -6.5126 0.422
H 2.3221 -4.0018 -3.5916 0.377
H 2.9130 0.0822 -5.9316 0.049
H 3.7938 5.0962 7.3992 0.326
H 0.7369 1.1200 -4.2374 0.530
H 2.2284 6.6441 0.8576 0.360
H 1.5966 3.2615 4.9735 0.079
H 0.8102 3.4011 0.0245 0.133
H 2.4373 -2.3435 -4.1941 0.496
H 4.1599 1.2611 7.5182 0.266
H -2.0500 -4.3806 3.3880 0.355
H 2.8988 1.4177 6.2886 0.229